No. 1
A single C2H3NO3 molecule. Source: the Open Molecules 2025 dataset; level of theory: wB97M-V/def2-TZVPD.

Each line ends with the natural charge from an NBO analysis.
CARTESIAN COORDINATES (ANGSTROEM)
O: 2.548 -0.324 -0.168  -0.251
N: 1.532 0.032 -0.775  0.171
C: 0.288 -0.441 -0.110  -0.447
C: -0.532 0.754 0.328  0.777
O: -0.084 1.786 0.806  -0.531
O: -1.872 0.567 0.206  -0.671
H: -0.250 -1.027 -0.859  0.220
H: 0.521 -1.066 0.756  0.241
H: -2.152 -0.282 -0.185  0.491

Atomic forces in eV per Å
O -2.6612 0.9260 -1.5900
N 2.5654 -0.9590 1.7084
C 0.3415 -0.0147 -0.0805
C 0.0230 1.5670 0.8342
O -0.8833 -2.3220 -1.1563
O -0.0697 0.1894 0.0965
H 0.0816 0.0661 -0.0028
H 0.0385 0.0792 -0.0181
H 0.5642 0.4679 0.2086

E_HOMO: -10.0 eV
SMILES: O=NCC(=O)O
Kohn-Sham gap: 9.31 eV

=====

No. 2
A single C2H3NO3 molecule. Source: the Open Molecules 2025 dataset; level of theory: wB97M-V/def2-TZVPD.

Each line ends with the natural charge from an NBO analysis.
CARTESIAN COORDINATES (ANGSTROEM)
O: -0.466 -2.262 -1.176  -0.577
C: -0.413 -1.038 -1.036  0.480
N: -0.636 -0.585 0.279  -0.368
O: -0.423 0.779 0.266  -0.399
C: 0.720 1.335 0.676  0.626
O: 1.352 0.639 1.388  -0.567
H: -0.380 -0.391 -2.144  0.188
H: -0.461 -0.940 1.375  0.457
H: 0.708 2.463 0.372  0.160

Atomic forces in eV per Å
O 0.4466 2.0054 -0.3564
C -0.8405 -4.0691 -1.1912
N 1.2482 1.2431 2.0593
O -2.6428 2.9026 -2.0259
C -1.7208 -0.1707 0.4337
O 3.1026 0.5460 1.1460
H 0.0344 -0.7020 3.9488
H -0.1406 0.1942 -4.5628
H 0.5129 -1.9496 0.5486

E_HOMO: -10.1 eV
SMILES: O=CNOC=O
Kohn-Sham gap: 10.88 eV

=====

No. 3
A single C2H3NO4 molecule. Source: the Open Molecules 2025 dataset; level of theory: wB97M-V/def2-TZVPD.

Each line ends with the natural charge from an NBO analysis.
CARTESIAN COORDINATES (ANGSTROEM)
C: 1.412 -0.957 0.409  0.562
C: 0.276 -0.305 -0.966  0.209
O: -0.655 -1.314 -0.287  -0.295
O: -1.758 -0.824 0.478  -0.414
O: -0.134 1.447 0.415  -0.608
N: 0.234 0.970 -0.877  -0.208
O: 1.502 -0.695 1.511  -0.450
H: -1.401 -0.025 0.921  0.474
H: -0.036 2.403 0.328  0.497
H: 0.561 -0.700 -1.931  0.235

Atomic forces in eV per Å
C 1.8723 -0.6113 1.8309
C -3.7401 0.1803 0.0234
O 1.3027 0.8059 -0.9060
O 0.4423 0.8320 -0.2098
O -0.1913 -0.5169 -0.5751
N 0.5149 -0.0255 0.5729
O -0.2378 -0.0210 -0.7684
H -0.1100 -0.2761 -0.1237
H -0.0148 -0.1778 -0.0596
H 0.1618 -0.1896 0.2154

E_HOMO: -9.8 eV
Kohn-Sham gap: 9.70 eV

=====

No. 4
A gas-phase ion, C2H3NO4P (charge -1). Source: the Open Molecules 2025 dataset; level of theory: wB97M-V/def2-TZVPD.

Each line ends with the natural charge from an NBO analysis.
CARTESIAN COORDINATES (ANGSTROEM)
C: -0.675 -0.597 0.123  0.333
C: -1.696 1.604 0.332  -0.074
N: -1.056 0.588 0.218  -0.400
O: 0.547 -1.003 0.173  -0.747
O: 1.684 1.218 1.123  -1.160
O: 3.033 -0.498 -0.192  -0.999
O: 1.453 0.933 -1.490  -1.147
P: 1.660 0.332 -0.124  2.443
H: -1.412 -1.421 -0.070  0.143
H: -1.785 2.096 -0.683  0.128
H: 3.213 -0.820 0.676  0.482

Atomic forces in eV per Å
C -2.8239 -1.1860 -0.3012
C -1.8188 3.3145 -0.3011
N 0.5245 -2.4471 -0.3598
O 3.5629 0.5221 -0.3239
O -0.3049 -1.9353 -1.6992
O -0.1674 -0.5215 -0.8422
O -0.3551 -1.2199 1.3801
P 0.3888 2.9526 0.4778
H 0.4975 0.9770 0.2801
H 0.1020 -0.1411 0.6441
H 0.3945 -0.3154 1.0452

E_HOMO: -3.8 eV
Charge: -1
Kohn-Sham gap: 7.59 eV

=====

No. 5
A gas-phase ion, C2H3NOPS (charge +1). Source: the Open Molecules 2025 dataset; level of theory: wB97M-V/def2-TZVPD.

Each line ends with the natural charge from an NBO analysis.
CARTESIAN COORDINATES (ANGSTROEM)
C: -0.247 0.185 -0.234  -0.812
C: -1.220 -0.703 0.211  0.532
N: -2.466 -1.519 0.050  0.047
O: -3.258 -2.305 0.599  -0.465
P: -4.487 -3.192 -0.579  0.870
S: -5.810 -3.858 0.597  -0.132
H: -0.554 0.757 -1.115  0.329
H: 0.684 -0.354 -0.449  0.306
H: -0.056 0.896 0.581  0.324

Atomic forces in eV per Å
C 1.3864 1.0386 -0.5700
C -11.5589 -8.4245 0.1846
N 10.5759 7.5995 -0.5772
O -0.1161 -0.2470 1.1317
P -1.2599 -0.6562 0.9429
S 1.2884 0.6159 -1.0319
H -0.1632 -0.0147 0.0163
H -0.0935 0.0554 -0.0344
H -0.0591 0.0331 -0.0620

E_HOMO (spin up / spin down): -14.5 / -14.5 eV
Charge: +1
SMILES: CC#[N+]OP=S
Kohn-Sham gap (spin up / spin down): 8.35 / 8.35 eV

=====

No. 6
2 unconnected molecules or ions with the total composition C2H3NOS. Source: the Open Molecules 2025 dataset; level of theory: wB97M-V/def2-TZVPD.

Each line ends with the natural charge from an NBO analysis.
CARTESIAN COORDINATES (ANGSTROEM)
C: 0.944 2.470 0.338  0.179
C: -0.333 -1.182 -0.885  -0.029
N: -0.279 -2.126 -0.094  -0.586
O: 0.970 1.841 1.461  -0.497
S: -0.623 2.359 0.914  0.324
H: -0.043 -0.168 -0.632  0.127
H: -0.749 -1.310 -1.867  0.153
H: 0.113 -1.886 0.764  0.328

Atomic forces in eV per Å
C 2.4197 -0.2407 -0.1251
C -0.2109 1.6921 -0.7430
N -0.6714 -2.4733 -0.6597
O 0.4317 0.2614 -0.6031
S -2.8592 0.0138 0.7514
H 0.2524 0.3276 -0.0101
H -0.1806 -0.2051 -0.5443
H 0.8182 0.6241 1.9339

E_HOMO: -10.0 eV
Kohn-Sham gap: 9.17 eV

=====

No. 7
A single C2H3NOS molecule. Source: the Open Molecules 2025 dataset; level of theory: wB97M-V/def2-TZVPD.

Each line ends with the natural charge from an NBO analysis.
CARTESIAN COORDINATES (ANGSTROEM)
C: -1.633 -0.540 -0.011  -0.103
N: -0.365 -0.706 0.014  -0.092
O: 0.206 0.624 -0.034  -0.389
C: 1.546 0.608 0.021  0.062
S: 2.641 -0.626 -0.010  -0.061
H: -2.230 -1.446 -0.027  0.210
H: -1.997 0.471 0.036  0.193
H: 1.833 1.615 0.011  0.180

Atomic forces in eV per Å
C 1.6037 -0.4631 0.2710
N -1.1274 0.7341 -0.4225
O 0.3918 -1.2452 0.4350
C 0.4980 -2.0421 -0.4117
S -1.2694 1.1811 0.1574
H -0.0553 0.2386 0.0758
H -0.6577 0.1433 -0.1940
H 0.6164 1.4533 0.0890

E_HOMO: -8.8 eV
SMILES: C=NOC=S
Kohn-Sham gap: 8.94 eV

=====

No. 8
A single C2H3NOS molecule. Source: the Open Molecules 2025 dataset; level of theory: wB97M-V/def2-TZVPD.

Each line ends with the natural charge from an NBO analysis.
CARTESIAN COORDINATES (ANGSTROEM)
O: 1.411 -0.801 -0.267  -0.600
N: 1.176 0.644 -0.220  -0.051
C: -0.083 0.847 -0.065  -0.053
C: -1.097 -0.170 0.231  -0.302
S: -2.745 -0.137 -0.222  0.069
H: 2.480 -1.011 0.204  0.491
H: -0.512 1.822 0.008  0.213
H: -0.631 -1.194 0.330  0.233

Atomic forces in eV per Å
O 4.4349 0.3284 2.1211
N -0.2702 -1.4969 0.1935
C -0.5160 -0.5178 1.0208
C -1.7758 -2.5426 -2.5609
S 3.2418 0.4892 1.2861
H -4.9156 1.5363 -2.2968
H 0.6074 1.0205 -0.4297
H -0.8065 1.1831 0.6659

E_HOMO: -9.1 eV
SMILES: O/N=C\C=S
Kohn-Sham gap: 7.56 eV

=====

Asked for E across the records above, the calculation gives -358.4005; -358.3554; -433.4847; -775.1746; -947.0547; -606.0175; -606.0925; -606.0443 Ha in order.
Asked for largest force on an atom across the records above, the calculation gives 0.0629; 0.0889; 0.0728; 0.0738; 0.2782; 0.0575; 0.0417; 0.1097 Eh/bohr in order.